Computed, not measured: a cluster of 7 separate species, C25H66N2O11 in total, with ωB97M-V/def2-TZVPD.

- ΔE to the lowest compared entry with this formula, charge and spin (kcal per mole) = 10.0
- orbital gap (eV) = 9.14
- E_LUMO (Eh) = 0.020
- SMILES string = COCCNCCOC.COCCNCCOC.CC(C)O.CC(C)O.CC(C)O.OCCO.OCCO

Last column: Mulliken charge in e.
Element x y z (Å)
C: -20.37368 5.58173 -12.52697  -0.772
O: -19.75438 5.75669 -13.77371  0.005
C: -19.05864 4.62983 -14.25459  -0.061
C: -18.45781 4.96300 -15.60350  -0.477
N: -19.53302 5.25414 -16.52655  -0.408
C: -19.11158 5.95796 -17.72994  -0.187
C: -20.31681 6.23701 -18.62212  -0.946
O: -21.17498 7.07430 -17.88764  -0.126
C: -22.07141 7.78963 -18.70258  -0.835
H: -20.97531 4.66449 -12.60361  0.422
H: -21.03144 6.41471 -12.28430  0.182
H: -19.67428 5.49361 -11.68519  0.069
H: -19.75456 3.77823 -14.29115  0.466
H: -18.30168 4.32074 -13.51869  -0.143
H: -17.88773 4.10784 -15.97935  0.552
H: -17.73723 5.79028 -15.50426  -0.078
H: -20.24902 5.81033 -16.07258  0.281
H: -18.38073 5.36602 -18.28912  0.460
H: -18.61813 6.89955 -17.45765  -0.059
H: -20.77446 5.28781 -18.91642  0.387
H: -19.94821 6.72519 -19.53119  0.464
H: -22.77306 8.36925 -18.10721  0.154
H: -22.64846 7.07360 -19.30165  0.352
H: -21.56678 8.48577 -19.38143  0.331
C: -17.03283 9.87745 -17.69713  -0.878
O: -17.96609 9.27806 -16.81973  -0.213
C: -17.38568 9.03802 -15.55868  -0.804
C: -18.45818 8.55366 -14.59794  1.279
N: -19.30969 9.70403 -14.26605  -0.324
C: -20.44337 9.30335 -13.42749  0.157
C: -21.52010 10.37981 -13.43507  -0.905
O: -21.99092 10.73203 -14.71532  -0.396
C: -22.74716 9.69174 -15.33265  -0.427
H: -16.20684 9.18712 -17.92019  0.325
H: -16.68064 10.81156 -17.25745  0.313
H: -17.48939 10.02695 -18.67607  0.235
H: -16.92944 9.95053 -15.15223  0.427
H: -16.61875 8.25293 -15.67399  0.379
H: -18.06224 8.07011 -13.71148  -1.253
H: -19.02614 7.82486 -15.18819  0.179
H: -19.74955 10.00070 -15.13624  0.452
H: -20.07898 9.10893 -12.41312  0.056
H: -20.87186 8.34416 -13.76129  -0.076
H: -21.12747 11.28134 -12.96414  0.390
H: -22.32892 10.00167 -12.79316  0.399
H: -23.66445 9.45420 -14.78824  0.344
H: -22.14356 8.79288 -15.48144  0.058
H: -22.98369 10.12014 -16.30791  0.232
C: -15.20587 11.12761 -12.84113  -0.887
C: -14.74723 12.31819 -13.64809  0.188
C: -13.29556 12.72418 -13.41463  -1.370
O: -14.91009 12.05581 -15.05852  -0.532
H: -14.98787 11.27135 -11.78195  0.397
H: -14.71592 10.22023 -13.19692  0.261
H: -16.28380 11.02964 -12.98282  0.252
H: -15.38229 13.18261 -13.45074  0.299
H: -12.58548 11.97839 -13.77974  0.334
H: -13.16328 12.92888 -12.34869  0.350
H: -13.02534 13.62984 -13.96004  0.381
H: -14.26584 11.39346 -15.32696  0.340
C: -13.42351 5.44171 -8.38188  -1.004
C: -13.57959 6.82614 -7.75887  0.429
C: -15.03504 7.10081 -7.43136  -0.915
O: -12.75007 6.95431 -6.60102  -0.609
H: -13.91377 5.45362 -9.36037  0.147
H: -13.84789 4.67762 -7.72574  0.299
H: -12.39179 5.13798 -8.56611  0.354
H: -13.17572 7.53941 -8.48164  0.183
H: -15.58465 7.11738 -8.37488  0.109
H: -15.11224 8.08909 -6.97301  0.320
H: -15.48806 6.37859 -6.75150  0.408
H: -13.19936 6.56808 -5.84305  0.353
C: -15.77690 2.22029 -12.34870  -1.366
C: -17.18987 2.10298 -11.77394  0.781
C: -17.37554 1.01214 -10.75167  -1.569
O: -17.50423 3.39650 -11.25135  -0.468
H: -15.05371 2.45401 -11.56790  0.281
H: -15.74847 2.84784 -13.23510  0.307
H: -15.46943 1.22899 -12.70724  0.451
H: -17.83650 1.89291 -12.63999  0.091
H: -18.40439 0.90796 -10.39901  0.427
H: -16.72071 1.16492 -9.89182  0.348
H: -17.15798 0.05253 -11.22694  0.408
H: -18.22647 3.33196 -10.61247  0.180
O: -16.44557 5.85798 -10.70623  -0.147
C: -16.59201 6.70378 -11.84088  0.390
C: -15.94443 8.04343 -11.65466  0.894
O: -14.54468 7.81189 -11.49292  -0.713
H: -16.71359 4.94783 -10.93826  0.184
H: -16.13246 6.15975 -12.67643  0.322
H: -17.65360 6.74070 -12.12564  -0.549
H: -16.27160 8.61972 -10.78139  0.075
H: -16.15620 8.66420 -12.52168  -0.602
H: -14.43086 7.23484 -10.73104  0.280
O: -17.78844 8.93835 -8.66955  -0.356
C: -19.10226 8.62220 -8.19836  -0.506
C: -19.51113 7.38650 -8.96021  0.065
O: -18.64900 6.27303 -8.67247  -0.563
H: -17.49370 9.68207 -8.13099  0.228
H: -19.12817 8.37830 -7.13213  0.315
H: -19.80711 9.43740 -8.38638  0.363
H: -19.51108 7.53345 -10.04493  -0.265
H: -20.49741 7.04503 -8.63627  0.447
H: -17.78789 6.55742 -9.02502  0.200

Atoms 1-6, force components in eV/Å:
C -0.2 -0.8 0.0
O 0.1 1.0 0.0
C 0.2 -0.5 0.8
C -0.3 -0.1 0.1
N -0.1 -0.1 -0.4
C -0.1 -0.1 0.1

---

Computed, not measured: a cluster of 6 separate species, C25H67N7O8 in total, with ωB97M-V/def2-TZVPD.

- orbital gap (eV) = 8.54
- E_LUMO (Eh) = 0.011
- SMILES string = COC[C@H](C)N.COC[C@H](C)N.COC[C@H](C)N.COCCNCCOC.COCCNCCOC.NC(N)=O

Last column: Mulliken charge in e.
Element x y z (Å)
C: -0.96946 3.98733 -5.27792  -0.651
O: -2.10032 3.34678 -5.93030  -0.314
C: -2.52154 2.07637 -5.31946  -0.728
C: -3.44721 1.39583 -6.34582  0.522
C: -4.70460 2.16392 -6.53180  -1.435
N: -3.88115 0.08659 -5.79556  -0.781
H: -0.07847 3.36210 -5.33574  0.215
H: -1.26885 4.02364 -4.23047  0.302
H: -0.81919 5.00411 -5.64079  0.245
H: -1.68520 1.41100 -5.10514  0.388
H: -2.91893 2.38118 -4.35134  0.318
H: -2.96948 1.16346 -7.29759  0.309
H: -4.57396 3.11074 -7.05581  0.314
H: -5.13235 2.44891 -5.57061  0.329
H: -5.33430 1.55382 -7.17938  0.419
H: -4.60881 0.20924 -5.10594  0.283
H: -4.44005 -0.36651 -6.50439  0.262
C: -2.51632 -4.04408 1.71265  -0.790
O: -3.53407 -3.13882 1.33526  -0.236
C: -4.77522 -3.78519 1.07119  -0.760
C: -5.83882 -2.80025 0.51408  0.456
C: -6.12729 -1.60341 1.44773  -1.394
N: -7.06661 -3.52322 0.24171  -0.716
H: -2.10066 -4.77710 1.02127  0.330
H: -2.82625 -4.46410 2.66954  0.341
H: -1.65896 -3.38086 1.82740  0.207
H: -4.60580 -4.53325 0.29670  0.361
H: -5.10369 -4.31577 1.96489  0.387
H: -5.45445 -2.36576 -0.40872  0.202
H: -6.88047 -0.99069 0.95236  0.383
H: -5.20045 -1.04944 1.59672  0.350
H: -6.62887 -1.88237 2.37438  0.312
H: -7.17119 -4.04154 1.10225  0.287
H: -7.92551 -2.99270 0.27209  0.278
C: 5.92794 0.28578 4.92163  -0.724
O: 6.63875 -0.76061 5.68137  -0.345
C: 8.04953 -0.50778 5.81638  -0.573
C: 8.53931 -1.34320 7.03646  0.322
C: 10.08976 -1.10214 7.24073  -1.395
N: 8.21096 -2.70237 6.69939  -0.783
H: 6.58332 1.09367 4.59622  0.327
H: 5.37034 0.74883 5.73572  0.272
H: 5.31589 -0.13007 4.12127  0.239
H: 8.64679 -0.80222 4.95342  0.278
H: 8.22455 0.53063 6.09775  0.438
H: 8.12336 -1.14046 8.02337  0.337
H: 10.59393 -1.28719 6.29222  0.331
H: 10.46601 -1.75476 8.02853  0.336
H: 10.29036 -0.05233 7.45463  0.359
H: 7.22561 -2.68671 6.47819  0.309
H: 8.14127 -3.13376 7.60997  0.271
C: -7.72433 4.11714 7.35941  -0.765
O: -6.71444 3.20691 6.98105  -0.264
C: -6.71356 1.97234 7.69659  -0.590
C: -5.63059 1.00313 7.06846  -0.607
N: -4.27440 1.46398 7.03191  -0.381
C: -3.31951 0.58110 6.30381  -0.559
C: -1.98127 1.30698 6.11110  -0.631
O: -2.12067 2.50273 5.34376  -0.292
C: -0.92722 3.25792 5.03588  -0.708
H: -7.52643 4.48929 8.36462  0.298
H: -8.74223 3.73705 7.27269  0.300
H: -7.72635 4.90333 6.60442  0.242
H: -7.64273 1.40365 7.65995  0.383
H: -6.45442 2.19115 8.73247  0.346
H: -5.81004 0.89096 5.99920  0.377
H: -5.80255 0.04294 7.55482  0.322
H: -4.21774 2.41166 6.68725  0.292
H: -3.68025 0.23298 5.33596  0.296
H: -3.17844 -0.30551 6.92196  0.312
H: -1.28198 0.61212 5.64606  0.447
H: -1.48436 1.41783 7.07490  0.371
H: -0.23770 2.77489 4.34354  0.247
H: -0.30870 3.31050 5.93183  0.318
H: -1.23881 4.24962 4.70788  0.246
C: 7.23868 -3.08638 -5.93782  -0.738
O: 6.44998 -2.11889 -5.28931  -0.379
C: 5.63465 -1.28400 -6.10899  -0.280
C: 4.33164 -2.07993 -6.44070  -0.741
N: 3.52601 -1.35100 -7.48011  -0.355
C: 3.16774 0.03426 -7.17667  -0.406
C: 2.32835 0.68391 -8.34447  -0.631
O: 3.16575 0.73056 -9.54546  -0.305
C: 2.63961 1.44436 -10.66094  -0.758
H: 6.68079 -3.77949 -6.56746  0.278
H: 7.87562 -3.75706 -5.36111  0.297
H: 7.81665 -2.60470 -6.72651  0.303
H: 6.21991 -0.90572 -6.94712  0.311
H: 5.42175 -0.44371 -5.44819  0.252
H: 3.69012 -2.26477 -5.57908  0.258
H: 4.44975 -3.12131 -6.74018  0.412
H: 3.85522 -1.55894 -8.41203  0.272
H: 4.10596 0.58092 -7.08184  0.269
H: 2.65578 0.00094 -6.21496  0.330
H: 1.94590 1.69523 -8.20635  0.427
H: 1.49341 0.01119 -8.54050  0.331
H: 3.39831 1.44619 -11.44354  0.241
H: 2.31237 2.46486 -10.46197  0.301
H: 1.66858 1.05719 -10.96968  0.311
N: -0.23655 0.01120 0.31621  -0.289
C: 0.70275 0.09005 -0.59536  0.689
N: 0.69428 -0.90976 -1.44426  -0.373
O: 1.53862 0.94969 -0.53734  -0.663
H: -0.33053 0.75046 0.99794  0.163
H: -0.87285 -0.77302 0.33174  0.096
H: 1.48731 -0.89147 -2.06946  0.222
H: 0.11396 -1.72086 -1.28467  0.157

Atoms 1-6, force components in eV/Å:
C -1.6 -1.3 0.5
O 0.7 -0.4 -0.2
C 1.2 1.3 -1.3
C -0.7 -0.6 1.9
C -0.3 1.5 -1.2
N 0.5 -0.6 0.0